<w>
Molecular formula: H8O4
Method: DFT, ωB97M-V/def2-TZVPD

Geometry (Å):
1 O -1.30 0.04 2.94
2 H -2.16 -0.31 3.16
3 H -0.69 -0.60 3.31
4 O -0.84 -0.12 -0.35
5 H -1.17 -0.56 0.43
6 H -1.45 0.61 -0.50
7 O 0.74 -0.01 -3.21
8 H 0.93 0.88 -3.48
9 H 0.35 0.08 -2.34
10 O 2.07 0.25 -0.20
11 H 2.40 -0.35 0.47
12 H 1.12 0.08 -0.22

frontier orbital gap	10.98	eV
total charge	0



<x>
Molecular formula: H8O4
Method: DFT, ωB97M-V/def2-TZVPD

Geometry (Å):
1 O -16.94 -11.71 10.96
2 H -17.23 -12.60 11.20
3 H -16.52 -11.37 11.75
4 O -19.07 -6.26 15.02
5 H -19.01 -5.78 14.20
6 H -19.11 -5.59 15.70
7 O -15.38 -10.51 18.07
8 H -16.19 -10.42 18.59
9 H -14.90 -9.70 18.23
10 O -15.92 -10.35 14.27
11 H -15.77 -10.83 15.09
12 H -16.50 -9.63 14.52

frontier orbital gap	11.64	eV
total charge	0



Result of the stability comparison: <w> is the most stable of them.



<w>
Molecular formula: H8O4
Method: DFT, ωB97M-V/def2-TZVPD

Geometry (Å):
1 O -12.52 -13.88 9.50
2 H -11.91 -13.16 9.72
3 H -13.03 -13.47 8.83
4 O -9.63 -15.33 7.90
5 H -9.01 -14.60 7.96
6 H -10.19 -15.30 8.66
7 O -14.11 -12.76 6.91
8 H -13.25 -12.48 6.65
9 H -14.65 -11.94 6.97
10 O -10.57 -12.12 9.55
11 H -10.07 -12.95 9.51
12 H -10.80 -11.83 10.42

frontier orbital gap	11.25	eV
total charge	0



<x>
Molecular formula: H8O4
Method: DFT, ωB97M-V/def2-TZVPD

Geometry (Å):
1 O -0.03 0.55 -0.50
2 H 0.28 0.76 0.46
3 H -0.44 -0.29 -0.35
4 O 2.07 0.99 -2.55
5 H 2.44 1.23 -1.80
6 H 1.46 0.36 -2.23
7 O -0.33 1.15 2.12
8 H -1.27 1.24 1.72
9 H -0.64 0.60 2.97
10 O -1.31 -1.91 0.21
11 H -0.65 -2.54 0.61
12 H -1.59 -2.16 -0.66

frontier orbital gap	10.94	eV
total charge	0



Result of the stability comparison: <w> is the most stable of them.



<w>
Molecular formula: H8O4
Method: DFT, ωB97M-V/def2-TZVPD

Geometry (Å):
1 O -4.86 -8.86 -27.45
2 H -4.46 -8.86 -26.58
3 H -5.09 -7.94 -27.61
4 O -3.93 -8.53 -29.63
5 H -4.72 -8.06 -29.36
6 H -3.41 -8.61 -28.82
7 O -5.06 -7.06 -28.02
8 H -5.80 -6.63 -28.46
9 H -4.31 -6.88 -28.59
10 O -4.97 -10.84 -27.61
11 H -4.87 -9.90 -27.49
12 H -5.03 -10.96 -28.56

frontier orbital gap	8.40	eV
total charge	0



<x>
Molecular formula: H8O4
Method: DFT, ωB97M-V/def2-TZVPD

Geometry (Å):
1 O 0.11 -2.27 -0.36
2 H 0.74 -2.79 0.12
3 H 0.58 -1.49 -0.66
4 O -1.80 -0.07 0.35
5 H -1.16 -0.81 0.40
6 H -2.27 -0.26 -0.48
7 O 0.08 2.38 -0.12
8 H -0.75 1.81 0.00
9 H 0.10 2.63 0.85
10 O 1.52 0.08 -0.38
11 H 1.30 1.08 -0.21
12 H 1.55 -0.29 0.49

frontier orbital gap	11.93	eV
total charge	0



Result of the stability comparison: <x> is the most stable of them.



<w>
Molecular formula: H8O4
Method: DFT, ωB97M-V/def2-TZVPD

Geometry (Å):
1 O -2.31 -0.22 0.47
2 H -3.05 -0.22 1.11
3 H -1.74 0.36 0.96
4 O 1.31 -2.05 -1.55
5 H 2.00 -2.06 -2.29
6 H 1.09 -1.12 -1.41
7 O 0.90 0.62 -1.05
8 H 0.54 0.84 -0.20
9 H 1.12 1.46 -1.41
10 O 0.10 0.89 1.42
11 H -0.31 1.44 2.08
12 H 0.37 0.07 1.87

frontier orbital gap	10.31	eV
total charge	0



<x>
Molecular formula: H8O4
Method: DFT, ωB97M-V/def2-TZVPD

Geometry (Å):
1 O 1.00 -1.85 1.50
2 H 0.12 -2.21 1.36
3 H 0.88 -1.12 2.12
4 O -2.84 -0.13 0.49
5 H -2.47 -1.00 0.31
6 H -3.52 -0.01 -0.19
7 O 2.98 1.43 -1.34
8 H 2.69 2.27 -0.99
9 H 2.20 1.09 -1.80
10 O -0.18 0.72 -0.77
11 H 0.27 0.13 -0.16
12 H -1.12 0.69 -0.53

frontier orbital gap	11.20	eV
total charge	0



Result of the stability comparison: <x> is the most stable of them.



<w>
Molecular formula: BF4H18O9
Method: DFT, ωB97M-V/def2-TZVPD

Geometry (Å):
1 B -0.51 0.22 0.46
2 F -1.76 0.22 0.01
3 F -0.12 1.52 0.63
4 F -0.59 -0.58 1.62
5 F 0.29 -0.33 -0.43
6 O 0.61 -2.87 0.52
7 H 1.52 -2.77 0.25
8 H 0.26 -1.98 0.52
9 O -1.55 3.86 -0.37
10 H -1.10 3.05 -0.12
11 H -0.85 4.43 -0.69
12 O 2.93 0.14 -1.42
13 H 2.04 0.47 -1.50
14 H 2.99 -0.56 -2.07
15 O 0.59 1.84 -2.26
16 H 0.09 2.04 -3.05
17 H 0.00 1.29 -1.73
18 O 2.70 0.85 1.18
19 H 3.00 0.61 0.30
20 H 1.77 0.63 1.18
21 O -1.91 -3.44 -0.65
22 H -1.91 -2.52 -0.91
23 H -1.45 -3.46 0.19
24 O -0.26 -1.69 -2.96
25 H 0.17 -1.36 -2.18
26 H 0.13 -1.20 -3.68
27 O 0.50 1.40 3.31
28 H 0.11 1.18 2.47
29 H -0.02 2.15 3.63
30 O -2.91 -1.21 2.62
31 H -2.60 -0.58 1.97
32 H -2.15 -1.37 3.18

frontier orbital gap (alpha / beta)	10.94 / 2.57	eV
multiplicity	2
total charge	0



<x>
Molecular formula: BF4H18O9
Method: DFT, ωB97M-V/def2-TZVPD

Geometry (Å):
1 B -0.47 0.00 -0.11
2 F -0.05 1.16 -0.71
3 F 0.52 -0.96 -0.24
4 F -0.54 0.31 1.26
5 F -1.69 -0.47 -0.35
6 O -0.95 3.01 -2.33
7 H -1.89 3.12 -2.20
8 H -0.72 2.23 -1.82
9 O -0.07 4.71 -0.28
10 H -0.35 5.55 -0.63
11 H -0.49 4.06 -0.85
12 O 0.49 2.73 1.99
13 H 0.01 1.90 1.93
14 H 0.00 3.33 1.43
15 O -0.64 -2.33 2.06
16 H -0.72 -1.73 1.33
17 H -1.54 -2.57 2.29
18 O 1.99 0.42 2.90
19 H 2.58 -0.33 2.95
20 H 1.12 0.03 2.75
21 O 3.20 -1.30 0.60
22 H 4.03 -0.83 0.68
23 H 2.54 -0.61 0.52
24 O 0.78 -3.32 -1.59
25 H 0.83 -2.37 -1.46
26 H 1.53 -3.66 -1.10
27 O -2.02 -0.34 -2.96
28 H -1.42 0.40 -2.86
29 H -2.22 -0.61 -2.07
30 O -1.55 -4.12 -0.45
31 H -0.68 -4.05 -0.84
32 H -1.61 -3.37 0.14

frontier orbital gap (alpha / beta)	10.02 / 2.12	eV
multiplicity	2
total charge	0



Result of the stability comparison: <x> is the most stable of them.



<w>
Molecular formula: C5H5NO2
Method: DFT, ωB97M-V/def2-TZVPD

Geometry (Å):
1 C 2.46 0.07 -1.07
2 C 1.69 0.45 -0.05
3 C 0.52 1.39 -0.18
4 C 1.94 -0.04 1.25
5 N 2.13 -0.43 2.31
6 H 3.29 -0.61 -0.92
7 H 2.29 0.43 -2.07
8 H 0.69 2.27 0.44
9 H -0.39 0.90 0.17
10 H 0.39 1.70 -1.21
11 O -5.56 -1.05 0.57
12 C -5.01 -2.04 0.44
13 O -4.45 -3.03 0.30

frontier orbital gap	10.62	eV
total charge	0



<x>
Molecular formula: C5H5NO2
Method: DFT, ωB97M-V/def2-TZVPD

Geometry (Å):
1 C -0.99 0.69 -1.25
2 C -0.05 -0.40 -0.80
3 O -0.03 -1.52 -1.23
4 C 1.12 0.12 0.11
5 C 0.98 -0.58 1.42
6 O 1.76 -1.22 2.05
7 C -0.59 -0.62 1.72
8 N -1.64 -0.40 2.12
9 H -1.88 0.23 -1.71
10 H -1.30 1.32 -0.40
11 H -0.47 1.32 -1.98
12 H 1.00 1.19 0.28
13 H 2.09 -0.13 -0.33

frontier orbital gap	10.19	eV
total charge	0



<y>
Molecular formula: C5H5NO2
Method: DFT, ωB97M-V/def2-TZVPD

Geometry (Å):
1 O 0.94 1.70 -1.90
2 C 0.30 0.95 -1.01
3 C 0.96 -0.48 -0.77
4 C 0.05 -0.87 0.33
5 N 0.27 0.24 1.12
6 C -0.70 1.04 0.05
7 C -1.32 -0.44 0.15
8 O -2.28 -0.87 0.74
9 H 0.71 -1.07 -1.67
10 H 1.91 -0.39 -0.33
11 H 0.48 -1.86 0.71
12 H -0.37 -0.07 1.98
13 H -0.94 2.13 0.59

frontier orbital gap	9.95	eV
total charge	0



Result of the stability comparison: <w> is the most stable of them.



<w>
Molecular formula: C3H7N3
Method: DFT, ωB97M-V/def2-TZVPD

Geometry (Å):
1 H -2.85 0.49 0.20
2 N -2.30 -0.41 -0.12
3 C -1.01 -0.30 0.01
4 C -0.16 0.92 0.23
5 C 1.24 0.32 -0.37
6 N 1.27 -0.91 0.18
7 N -0.08 -1.35 -0.07
8 H -0.13 1.22 1.27
9 H -0.54 1.79 -0.46
10 H 2.17 0.88 0.05
11 H 1.20 0.61 -1.54
12 H 1.41 -1.16 1.22
13 H -0.20 -2.09 -0.60

frontier orbital gap	9.66	eV
total charge	0



<x>
Molecular formula: C3H7N3
Method: DFT, ωB97M-V/def2-TZVPD

Geometry (Å):
1 H -1.97 0.95 -2.23
2 N -1.20 0.53 -1.58
3 C -0.25 1.30 -1.26
4 N 0.59 0.87 -0.13
5 N 0.50 -0.51 -0.04
6 C 0.88 -1.11 1.35
7 C -0.56 -0.92 0.88
8 H 0.21 2.31 -1.61
9 H 1.59 0.93 -0.78
10 H 1.40 -0.46 2.04
11 H 1.31 -2.12 1.31
12 H -1.17 -0.08 1.50
13 H -1.32 -1.70 0.55

frontier orbital gap	9.72	eV
total charge	0



Result of the stability comparison: <w> is the most stable of them.